No. 1
Formula: C3H6O2Si
Source: OMol25
Level of theory: ωB97M-V with the def2-TZVPD basis set

XYZ file:
```
12
Properties=species:S:1:pos:R:3
Si 0.182 2.839 -2.024
O -0.856 3.945 1.359
O -0.240 2.137 -0.749
C -0.994 2.728 1.389
C -0.884 -1.884 -0.299
C -1.883 -1.375 -1.003
H -0.060 -1.384 0.132
H -2.065 -0.344 -0.912
H -1.912 2.275 1.096
H -0.713 -3.003 -0.251
H -0.179 2.166 1.801
H -2.662 -2.011 -1.442
```

## Properties
Net charge: 0



No. 2
Formula: C3H6O3
Source: OMol25
Level of theory: ωB97M-V with the def2-TZVPD basis set

XYZ file:
```
12
Properties=species:S:1:pos:R:3
O -0.343 0.844 -0.994
O 0.519 -1.073 -0.151
O -0.461 0.509 1.143
C -0.212 -0.298 2.303
C 0.166 0.445 -2.250
C -0.022 0.004 -0.005
H -0.342 -0.470 -2.573
H 0.010 -1.343 1.966
H -0.087 1.228 -2.981
H 1.256 0.301 -2.248
H 0.664 0.162 2.892
H -1.150 -0.309 2.897
```

## Properties
Net charge: 0



No. 3
Formula: C3H6O3
Source: OMol25
Level of theory: ωB97M-V with the def2-TZVPD basis set

XYZ file:
```
12
Properties=species:S:1:pos:R:3
O -1.045 -1.201 -0.157
O 0.914 2.332 1.013
O 0.689 0.166 -0.292
C -0.625 -1.591 -1.503
C 0.197 1.236 1.461
C -0.264 -0.190 0.378
H 1.815 2.119 0.720
H -0.772 1.605 1.690
H -0.668 -0.735 -2.184
H -1.336 -2.359 -1.820
H 0.722 0.634 2.184
H 0.392 -1.998 -1.507
```

## Properties
Net charge: 0



No. 4
Formula: C3H6O3
Source: OMol25
Level of theory: ωB97M-V with the def2-TZVPD basis set

XYZ file:
```
12
Properties=species:S:1:pos:R:3
O 1.295 1.285 -0.360
O 2.229 -1.070 -0.034
O -0.721 -1.708 -0.596
C -1.311 0.728 -0.035
C 1.182 -0.181 -0.180
C -0.342 -0.534 0.147
H 0.464 -2.499 0.452
H -0.296 -0.608 1.326
H -1.395 1.140 -1.147
H -2.368 0.415 0.193
H -0.980 1.600 0.587
H 2.244 1.434 -0.352
```

## Properties
Net charge: 0



No. 5
Formula: C3H6O3
Source: OMol25
Level of theory: ωB97M-V with the def2-TZVPD basis set

XYZ file:
```
12
Properties=species:S:1:pos:R:3
O -0.661 -0.665 -0.961
O -0.065 2.297 -1.208
O -2.218 1.715 -0.528
C 0.638 -0.699 -0.382
C -1.137 1.976 -0.881
C 0.609 -0.633 1.135
H 0.099 0.276 1.479
H -1.321 -0.691 -0.257
H 1.625 -0.619 1.542
H 0.088 -1.501 1.556
H 1.151 -1.612 -0.710
H 1.194 0.156 -0.785
```

## Properties
Net charge: 0



No. 6
Formula: C3H6O3S
Source: OMol25
Level of theory: ωB97M-V with the def2-TZVPD basis set

XYZ file:
```
13
Properties=species:S:1:pos:R:3
S -2.698 -0.627 -1.026
O -2.801 1.037 1.086
O -2.580 -1.822 -0.111
O 0.211 -0.738 -0.948
C -2.829 0.539 0.062
C 0.617 0.371 -0.192
C 2.034 0.270 0.419
H 0.631 1.054 -0.965
H 2.832 0.577 -0.331
H -0.106 0.606 0.587
H 2.189 -0.739 0.852
H 1.972 1.061 1.199
H 0.527 -1.590 -0.631
```

## Properties
Net charge: 0



Values for orbital gap, eV, ordered as above
9.014, 11.902, 9.703, 8.688, 11.204, 7.981
Values for E, a.u., ordered as above
-557.8062, -343.6279, -343.5035, -343.4114, -343.6529, -741.7024